1.
C5H6N2O2 | ωB97M-V/def2-TZVPD

Calculated values
LUMO	0.6	eV
SMILES	N[C@@H]1Cc2noc(O)c21
energy above the lowest of the compared OMol25 structures with the same formula, charge and spin	146.4	kcal/mol
orbital gap	0.359	hartree
HOMO level	-9.2	eV
total energy	-12351.273	eV

Bonds (Å) are listed after each position.
Element x y z (Å)
1 O -1.27742 2.19679 -1.32579  C7 1.342, H14 1.093
2 O -2.37167 0.69184 0.02499  N3 1.508, C7 1.371
3 N -2.08962 -0.42486 0.99873  O2 1.508, C6 1.348
4 N 1.44227 -0.88190 -1.06118  C9 1.615, H10 1.098, H11 1.117
5 C -0.19190 0.61250 0.15249  C6 1.349, C7 1.294, C9 1.445
6 C -0.74613 -0.32033 0.95470  N3 1.348, C5 1.349, C8 1.540
7 C -1.18556 1.24256 -0.38716  O1 1.342, O2 1.371, C5 1.294
8 C 0.57479 -1.08136 1.17621  C6 1.540, C9 1.617, H12 1.233, H13 1.187
9 C 1.14959 0.07692 0.20478  N4 1.615, C5 1.445, C8 1.617, H15 1.027
10 H 2.17326 -1.67557 -0.85869  N4 1.098
11 H 1.69465 -0.32238 -1.99412  N4 1.117
12 H 0.40716 -1.93578 0.30266  C8 1.233
13 H 0.98766 -1.19388 2.28312  C8 1.187
14 H -2.35356 2.29978 -1.16575  O1 1.093
15 H 1.78648 0.71566 0.69499  C9 1.027

=====

2.
C13H12N4O2S2 | ωB97M-V/def2-TZVPD

Calculated values
LUMO	0.5	eV
SMILES	CCc1nnc(NC(=O)CSc2nc3ccccc3o2)s1
energy above the lowest of the compared OMol25 structures with the same formula, charge and spin	8.9	kcal/mol
orbital gap	0.335	hartree
HOMO level	-8.6	eV
total energy	-45401.664	eV

Bonds (Å) are listed after each position.
Element x y z (Å)
1 S 3.99942 2.00388 -0.29564  C11 1.828, C16 1.726
2 S -1.26544 1.55487 -1.10307  C12 1.764, C18 1.743
3 O 3.61262 -0.60673 -0.64446  C16 1.346, C19 1.367
4 O 1.14755 2.56390 -1.31287  C15 1.207
5 N 0.38331 2.60329 0.81051  C15 1.368, C18 1.371, H30 1.010
6 N 2.03644 0.41465 0.57989  C10 1.378, C16 1.293
7 N -1.64399 1.61455 1.43264  N8 1.328, C18 1.291
8 N -2.69904 0.97900 0.93613  N7 1.328, C12 1.283
9 C -4.32394 -1.02899 -0.38764  C13 1.526, H24 1.086, H26 1.087, H31 1.087
10 C 1.67394 -0.90657 0.43570  N6 1.378, C17 1.387, C19 1.408
11 C 2.72572 3.10668 0.41470  S1 1.828, C15 1.519, H27 1.090, H28 1.088
12 C -2.69109 0.84982 -0.34077  S2 1.764, N8 1.283, C13 1.485
13 C -3.75951 0.18154 -1.12652  C9 1.526, C12 1.485, H29 1.094, H33 1.091
14 C 2.60146 -2.88389 -0.65591  C19 1.380, C21 1.385, H25 1.078
15 C 1.36482 2.71803 -0.13589  O4 1.207, N5 1.368, C11 1.519
16 C 3.14567 0.52003 -0.07584  S1 1.726, O3 1.346, N6 1.293
17 C 0.56448 -1.60552 0.88653  C10 1.387, C20 1.381, H32 1.078
18 C -0.80282 1.97808 0.52353  S2 1.743, N5 1.371, N7 1.291
19 C 2.66918 -1.54518 -0.32943  O3 1.367, C10 1.408, C14 1.380
20 C 0.49470 -2.94412 0.55261  C17 1.381, C21 1.394, H22 1.080
21 C 1.48960 -3.56973 -0.19733  C14 1.385, C20 1.394, H23 1.079
22 H -0.35396 -3.52476 0.88143  C20 1.080
23 H 1.38918 -4.61859 -0.43090  C21 1.079
24 H -4.69423 -0.72641 0.58708  C9 1.086
25 H 3.37082 -3.36069 -1.24061  C14 1.078
26 H -5.13652 -1.47066 -0.95873  C9 1.087
27 H 2.99690 4.10787 0.07959  C11 1.090
28 H 2.77065 3.04144 1.50008  C11 1.088
29 H -4.56095 0.90541 -1.30416  C13 1.094
30 H 0.60278 2.65598 1.79519  N5 1.010
31 H -3.54949 -1.77824 -0.24407  C9 1.087
32 H -0.20242 -1.11619 1.46511  C17 1.078
33 H -3.35587 -0.11277 -2.09688  C13 1.091

=====

3.
C14H12F4NO5PS | ωB97M-V/def2-TZVPD

Calculated values
LUMO	-2.2	eV
SMILES	CCCOc1c(S(=O)(=O)C(F)(F)F)cc([PH2]=N)c2c1C(=O)C=C(F)C2=O
energy above the lowest of the compared OMol25 structures with the same formula, charge and spin	0.0	kcal/mol
orbital gap	0.246	hartree
HOMO level	-8.9	eV
total energy	-57430.694	eV

Bonds (Å) are listed after each position.
Element x y z (Å)
1 S 2.08704 -1.96109 0.18942  O8 1.427, O9 1.433, C18 1.882, C24 1.773
2 P -2.59741 -0.94926 2.62332  N12 1.576, C17 1.846, H29 1.411, H38 1.390
3 F 1.77953 -4.36848 -0.77694  C18 1.319
4 F 2.32924 -4.30408 1.30963  C18 1.315
5 F 0.29490 -3.88717 0.71763  C18 1.332
6 F -4.79415 2.11687 -1.27393  C16 1.317
7 O 1.13039 0.02784 -2.00011  C20 1.444, C23 1.340
8 O 2.87402 -1.91320 -0.99988  S1 1.427
9 O 2.73614 -1.58822 1.41145  S1 1.433
10 O -0.49773 1.89892 -2.85147  C13 1.200
11 O -3.91262 1.10937 0.99715  C15 1.199
12 N -1.85118 -1.61796 3.83931  P2 1.576, H32 1.012
13 C -1.28943 1.48626 -2.05006  O10 1.200, C19 1.464, C26 1.500
14 C 2.50761 1.89984 0.52301  C21 1.541, H27 1.084, H34 1.085, H37 1.085
15 C -3.16402 1.05204 0.06223  O11 1.199, C16 1.471, C25 1.490
16 C -3.54238 1.71570 -1.19466  F6 1.317, C15 1.471, C19 1.323
17 C -1.54661 -0.53205 1.16389  P2 1.846, C22 1.387, C25 1.412
18 C 1.57663 -3.76232 0.37721  S1 1.882, F3 1.319, F4 1.315, F5 1.332
19 C -2.67656 1.93824 -2.17027  C13 1.464, C16 1.323, H31 1.076
20 C 2.23433 0.94840 -1.86646  O7 1.444, C21 1.521, H28 1.084, H36 1.085
21 C 2.03716 2.12866 -0.92689  C14 1.541, C20 1.521, H33 1.088, H35 1.085
22 C -0.32949 -1.19663 1.12038  C17 1.387, C24 1.388, H30 1.079
23 C 0.30866 -0.13719 -0.95488  O7 1.340, C24 1.398, C26 1.416
24 C 0.58594 -1.02187 0.09186  S1 1.773, C22 1.388, C23 1.398
25 C -1.85322 0.34504 0.10077  C15 1.490, C17 1.412, C26 1.403
26 C -0.93300 0.54259 -0.93979  C13 1.500, C23 1.416, C25 1.403
27 H 1.72727 1.51091 1.16792  C14 1.084
28 H 2.38525 1.34034 -2.86609  C20 1.084
29 H -3.55935 -1.82562 2.07717  P2 1.411
30 H -0.07068 -1.88096 1.91357  C22 1.079
31 H -2.94791 2.45485 -3.07425  C19 1.076
32 H -0.85359 -1.70536 3.69153  N12 1.012
33 H 2.67820 2.91338 -1.32237  C21 1.088
34 H 2.87532 2.83817 0.92372  C14 1.085
35 H 1.03090 2.53276 -0.96486  C21 1.085
36 H 3.14738 0.42132 -1.60905  C20 1.085
37 H 3.35031 1.21753 0.49512  C14 1.085
38 H -3.26742 0.19432 3.04309  P2 1.390

=====

no.,F_max (eV Å⁻¹)
1,5.2
2,1.7
3,1.6